Record 1
Below is a molecular structure, C39H32AuN4Sb2Se at a distorted geometry, with properties calculated with the ωB97M-V functional and the def2-TZVPD basis.

Structure (ORCA input):
```
! wB97M-V def2-TZVPD RIJCOSX def2/J DEFGRID3
* xyz 3 1
Au -0.085 -0.446 0.104
Se -6.447 -1.875 -4.365
N -4.766 -2.353 -4.449
C -4.087 -1.771 -3.482
C -2.680 -1.921 -3.252
C -1.860 -2.691 -4.087
C -0.511 -2.775 -3.810
C -0.022 -2.120 -2.684
N -0.793 -1.400 -1.891
C -2.096 -1.257 -2.151
C -2.889 -0.380 -1.301
N -2.289 0.278 -0.301
C -2.969 1.152 0.420
C -4.322 1.409 0.224
C -4.985 0.704 -0.758
C -4.268 -0.198 -1.555
C -4.875 -0.923 -2.635
N -6.149 -0.866 -2.964
H -2.306 -3.195 -4.932
H 0.153 -3.339 -4.444
H 1.021 -2.162 -2.404
H -2.412 1.682 1.181
H -4.839 2.141 0.826
H -6.040 0.844 -0.938
C -0.963 -1.786 3.852
C -0.193 -0.592 4.392
C -0.621 0.741 3.784
Sb 0.872 1.918 2.597
C 2.359 2.780 3.962
C 3.445 3.420 3.388
C 4.452 3.897 4.213
C 4.332 3.769 5.589
C 3.230 3.138 6.145
C 2.208 2.666 5.331
C 2.142 0.397 1.666
C 2.901 -0.430 2.479
C 3.894 -1.221 1.922
C 4.119 -1.215 0.552
C 3.359 -0.397 -0.265
C 2.369 0.420 0.284
Sb -0.376 -2.451 1.858
C -1.791 -3.979 1.355
C -3.131 -3.669 1.177
C -4.037 -4.698 0.980
C -3.597 -6.013 0.945
C -2.251 -6.306 1.099
C -1.335 -5.286 1.292
C 1.477 -3.489 2.048
C 2.080 -4.028 0.919
C 3.251 -4.754 1.060
C 3.817 -4.925 2.315
C 3.210 -4.379 3.434
C 2.040 -3.649 3.304
H -2.034 -1.587 3.827
H -0.815 -2.657 4.492
H 0.875 -0.769 4.265
H -0.369 -0.554 5.471
H -0.933 1.443 4.555
H -1.464 0.609 3.101
H 3.517 3.554 2.316
H 5.307 4.389 3.774
H 5.089 4.198 6.233
H 3.146 3.024 7.216
H 1.334 2.210 5.776
H 2.781 -0.405 3.554
H 4.532 -1.805 2.567
H 4.921 -1.810 0.139
H 3.572 -0.341 -1.321
H 1.919 1.184 -0.341
H -3.469 -2.640 1.202
H -5.084 -4.468 0.858
H -4.305 -6.813 0.794
H -1.904 -7.328 1.072
H -0.285 -5.518 1.417
H 1.629 -3.902 -0.059
H 3.718 -5.186 0.190
H 4.734 -5.484 2.420
H 3.641 -4.516 4.414
H 1.563 -3.234 4.182
*
```

Computed properties:
* maximum force: 1.600 eV Å⁻¹
* HOMO level: -15.527 eV
* DFT total energy: -129007.1825 eV
* gap between HOMO and LUMO: 0.11790 hartree

---

Record 2
Below is a molecular structure, C39H32Cl3FeN5O4, with properties calculated with the ωB97M-V functional and the def2-TZVPD basis.

Structure (ORCA input):
```
! wB97M-V def2-TZVPD RIJCOSX def2/J DEFGRID3
* xyz 0 5
Fe 13.790 11.564 12.371
C 13.405 9.105 14.549
N 13.800 10.511 14.668
C 15.083 10.668 15.344
C 16.249 10.890 14.418
C 17.520 10.575 14.890
C 18.635 10.866 14.130
C 18.423 11.446 12.893
C 17.128 11.723 12.494
N 16.045 11.452 13.227
C 12.752 11.294 15.304
C 12.866 12.770 15.028
C 11.823 13.626 15.352
C 11.974 14.977 15.074
C 13.137 15.421 14.472
C 14.100 14.483 14.144
N 13.963 13.180 14.413
C 13.748 8.464 13.226
C 13.215 7.220 12.921
C 13.420 6.713 11.646
C 14.223 7.412 10.765
C 14.745 8.628 11.170
N 14.489 9.150 12.367
H 12.318 9.054 14.595
H 13.819 8.496 15.352
H 15.300 9.808 15.974
H 15.031 11.541 15.991
H 17.626 10.070 15.846
H 19.636 10.631 14.474
H 19.234 11.688 12.226
H 16.942 12.150 11.526
H 12.717 11.115 16.379
H 11.799 10.982 14.903
H 10.912 13.250 15.808
H 11.189 15.671 15.322
H 13.270 16.462 14.233
H 15.009 14.730 13.601
H 12.619 6.669 13.638
H 12.978 5.773 11.335
H 14.409 7.068 9.758
H 15.393 9.218 10.527
Cl 6.526 12.030 13.077
C 8.180 11.512 12.787
C 8.600 10.243 13.180
C 9.921 9.842 12.985
C 10.878 10.714 12.428
O 12.128 10.385 12.280
C 10.424 11.983 12.018
C 11.436 12.935 11.419
O 12.597 13.089 11.962
C 9.088 12.366 12.179
H 7.891 9.588 13.670
H 10.203 8.827 13.275
H 10.976 13.872 11.108
H 8.789 13.342 11.831
Cl 15.135 14.134 9.284
C 13.570 14.924 9.241
C 13.338 15.902 10.208
C 12.115 16.555 10.277
C 11.139 16.200 9.362
C 11.385 15.241 8.398
Cl 10.093 14.789 7.321
C 12.626 14.573 8.269
N 12.756 13.661 7.235
C 13.806 12.751 6.941
C 14.942 13.162 6.257
C 15.960 12.264 5.983
C 15.807 10.938 6.340
C 14.664 10.512 7.004
C 13.664 11.415 7.324
C 12.490 11.010 8.162
C 12.592 11.627 9.552
O 11.547 12.285 9.870
O 13.630 11.420 10.213
H 14.111 16.098 10.924
H 11.938 17.305 11.026
H 10.173 16.677 9.395
H 11.849 13.396 6.885
H 15.062 14.197 5.962
H 16.855 12.564 5.464
H 16.600 10.228 6.126
H 14.581 9.464 7.299
H 12.451 9.933 8.292
H 11.537 11.330 7.708
*
```

Computed properties:
* maximum force: 0.923 eV Å⁻¹
* HOMO level (spin up / spin down): -6.931 / -6.859 eV
* energy relative to the best compared isomer or geometry (same formula, charge and spin): 19.7 kcal/mol
* DFT total energy: -128559.8689 eV
* gap between HOMO and LUMO (spin up / spin down): 0.27189 / 0.26894 hartree

---

Record 3
Below is a molecular structure, C39H32GeHgN3OS2, with properties calculated with the ωB97M-V functional and the def2-TZVPD basis.

Structure (ORCA input):
```
! wB97M-V def2-TZVPD RIJCOSX def2/J DEFGRID3
* xyz 1 1
Hg -0.611 1.323 0.294
N -0.274 0.075 4.521
C 0.447 -1.023 4.072
C 1.141 -2.026 4.740
C 1.769 -2.965 3.946
C 1.716 -2.905 2.544
C 1.024 -1.909 1.888
C 0.375 -0.966 2.679
N -0.389 0.134 2.317
C -0.740 0.731 3.433
C -1.529 1.960 3.435
C -1.870 2.753 4.488
S -2.798 4.074 3.941
C -2.672 3.497 2.344
N -1.991 2.399 2.211
H -0.450 0.321 5.478
H 1.194 -2.071 5.820
H 2.324 -3.767 4.416
H 2.241 -3.656 1.965
H 0.997 -1.848 0.806
H -1.628 2.630 5.534
H -3.135 4.012 1.512
O -2.681 0.441 -0.851
S -3.270 -0.765 -0.174
C -4.526 -1.395 -1.274
C -5.573 -2.122 -0.732
C -6.530 -2.656 -1.585
C -6.437 -2.439 -2.951
C -5.394 -1.682 -3.475
C -4.427 -1.157 -2.636
C -2.059 -2.076 -0.386
C -1.008 -1.892 -1.271
C -0.093 -2.922 -1.451
C -0.241 -4.114 -0.756
C -1.290 -4.278 0.141
C -2.201 -3.252 0.338
H -5.648 -2.266 0.340
H -7.353 -3.230 -1.179
H -7.186 -2.854 -3.614
H -5.338 -1.504 -4.541
H -3.610 -0.556 -3.020
H -0.920 -0.957 -1.814
H 0.737 -2.785 -2.132
H 0.468 -4.918 -0.908
H -1.395 -5.203 0.693
H -3.021 -3.373 1.038
C -0.276 2.511 -3.188
Ge 0.790 2.146 -1.590
C 1.746 3.745 -1.000
C 1.517 4.366 0.224
C 2.218 5.507 0.590
C 3.165 6.044 -0.269
C 3.410 5.435 -1.493
C 2.705 4.295 -1.852
C 2.001 0.647 -1.975
C 1.968 0.083 -3.226
C 2.741 -1.055 -3.550
C 3.511 -1.650 -2.595
C 3.569 -1.117 -1.282
C 4.365 -1.723 -0.279
C 4.443 -1.185 0.974
C 3.726 -0.009 1.280
C 2.943 0.590 0.334
C 2.834 0.055 -0.975
H 0.354 2.800 -4.031
H -0.965 3.328 -2.978
H -0.864 1.635 -3.467
H 0.780 3.957 0.910
H 2.025 5.977 1.547
H 3.713 6.935 0.013
H 4.152 5.846 -2.166
H 2.918 3.828 -2.810
H 1.348 0.518 -4.002
H 2.712 -1.453 -4.557
H 4.100 -2.531 -2.827
H 4.922 -2.620 -0.528
H 5.062 -1.650 1.732
H 3.807 0.425 2.270
H 2.415 1.503 0.582
*
```

Computed properties:
* maximum force: 0.453 eV Å⁻¹
* HOMO level: -10.328 eV
* energy relative to the best compared isomer or geometry (same formula, charge and spin): 2.3 kcal/mol
* DFT total energy: -129837.6907 eV
* gap between HOMO and LUMO: 0.28334 hartree

---

Record 4
Below is a molecular structure, C39H33Cl3N5PRuSSi, with properties calculated with the ωB97M-V functional and the def2-TZVPD basis.

Structure (ORCA input):
```
! wB97M-V def2-TZVPD RIJCOSX def2/J DEFGRID3
* xyz 1 6
Ru 0.152 -0.440 -0.955
N -2.373 2.288 0.860
C -1.625 2.591 1.984
C -1.799 3.855 2.561
C -1.151 4.204 3.726
C -0.325 3.289 4.366
C -0.124 2.049 3.795
C -0.730 1.677 2.583
P -0.328 0.047 1.830
C -1.788 -0.985 2.186
C -2.946 -0.476 2.761
C -4.044 -1.308 2.969
C -3.984 -2.648 2.614
C -2.824 -3.165 2.042
C -1.737 -2.334 1.822
C 0.955 -0.581 2.965
C 2.191 0.071 2.929
C 3.204 -0.291 3.798
C 2.996 -1.318 4.712
C 1.774 -1.973 4.750
C 0.750 -1.608 3.880
H -3.110 2.926 0.623
H -2.558 1.333 0.635
H -2.481 4.554 2.083
H -1.311 5.186 4.156
H 0.165 3.540 5.299
H 0.528 1.356 4.302
H -2.994 0.568 3.051
H -4.946 -0.905 3.418
H -4.838 -3.293 2.784
H -2.770 -4.212 1.765
H -0.837 -2.740 1.365
H 2.354 0.878 2.220
H 4.157 0.223 3.761
H 3.785 -1.601 5.400
H 1.605 -2.768 5.467
H -0.198 -2.124 3.932
C 4.829 -2.975 1.158
C 5.307 -1.773 0.645
C 4.432 -0.810 0.167
C 3.056 -1.045 0.204
C 2.588 -2.240 0.723
C 3.463 -3.203 1.192
N 2.114 -0.085 -0.257
N 2.630 1.089 -0.592
C 1.766 2.008 -1.077
C 2.249 3.296 -1.380
C 1.417 4.198 -1.989
C 0.095 3.833 -2.291
C -0.326 2.579 -1.942
N 0.472 1.680 -1.341
H 5.519 -3.728 1.523
H 6.373 -1.585 0.610
H 4.793 0.122 -0.240
H 1.521 -2.411 0.776
H 3.072 -4.130 1.598
H 3.279 3.521 -1.139
H 1.781 5.187 -2.248
H -0.584 4.517 -2.783
H -1.341 2.259 -2.141
C 1.578 0.693 -4.506
C 0.132 0.323 -4.656
C -0.428 0.394 -5.955
C -1.730 0.080 -6.150
C -2.527 -0.293 -5.046
C -3.886 -0.650 -5.194
C -4.642 -1.015 -4.113
C -4.070 -1.016 -2.839
C -2.736 -0.675 -2.654
S -2.176 -0.648 -1.024
C -1.918 -0.317 -3.776
N -0.595 -0.033 -3.601
H 2.170 0.207 -5.283
H 1.972 0.398 -3.548
H 1.696 1.775 -4.622
H 0.210 0.688 -6.780
H -2.172 0.115 -7.141
H -4.320 -0.634 -6.189
H -5.683 -1.285 -4.235
H -4.662 -1.287 -1.971
Cl 2.320 -2.547 -2.677
Si 0.443 -2.704 -1.802
Cl -0.775 -3.412 -3.306
Cl 0.499 -4.327 -0.546
*
```

Computed properties:
* maximum force: 0.694 eV Å⁻¹
* HOMO level (spin up / spin down): -9.339 / -10.523 eV
* energy relative to the best compared isomer or geometry (same formula, charge and spin): 0.0 kcal/mol
* DFT total energy: -116578.8100 eV
* gap between HOMO and LUMO (spin up / spin down): 0.22970 / 0.18914 hartree

---

Record 5
Below is a molecular structure, C39H33CrNO2P2S2 at a distorted geometry, with properties calculated with the ωB97M-V functional and the def2-TZVPD basis.

Structure (ORCA input):
```
! wB97M-V def2-TZVPD RIJCOSX def2/J DEFGRID3
* xyz -2 5
Cr -0.442 0.328 -0.065
C 1.833 -2.703 0.636
N 3.068 -2.370 -0.087
C 3.167 -1.132 -0.853
P 2.113 0.292 -0.221
C 2.710 0.290 1.523
C 1.820 0.468 2.574
C 2.258 0.406 3.894
C 3.588 0.155 4.176
C 4.484 -0.038 3.136
C 4.040 0.031 1.820
C 3.117 1.611 -1.015
C 3.051 1.689 -2.405
C 3.692 2.708 -3.098
C 4.384 3.691 -2.404
C 4.419 3.649 -1.020
C 3.787 2.620 -0.328
C 4.173 -3.170 0.010
C 5.255 -3.062 -0.894
C 6.373 -3.874 -0.776
C 6.474 -4.832 0.227
C 5.409 -4.958 1.114
C 4.282 -4.157 1.016
P 0.074 -2.031 -0.199
C -0.773 -3.389 0.715
C -0.865 -3.296 2.103
C -1.489 -4.292 2.849
C -2.027 -5.404 2.219
C -1.947 -5.502 0.834
C -1.328 -4.505 0.091
C 0.597 -2.690 -1.860
C 0.452 -1.910 -3.009
C 0.872 -2.371 -4.250
C 1.434 -3.638 -4.379
C 1.580 -4.426 -3.252
C 1.172 -3.948 -2.006
H 1.856 -2.292 1.655
H 1.777 -3.785 0.742
H 2.875 -1.272 -1.897
H 4.200 -0.793 -0.857
H 0.780 0.672 2.369
H 1.551 0.560 4.700
H 3.929 0.111 5.204
H 5.526 -0.249 3.345
H 4.747 -0.126 1.013
H 2.480 0.942 -2.950
H 3.633 2.745 -4.180
H 4.870 4.500 -2.939
H 4.921 4.435 -0.467
H 3.783 2.623 0.754
H 5.204 -2.355 -1.710
H 7.176 -3.760 -1.496
H 7.351 -5.460 0.313
H 5.457 -5.692 1.911
H 3.484 -4.271 1.735
H -0.465 -2.418 2.599
H -1.555 -4.195 3.927
H -2.515 -6.181 2.798
H -2.383 -6.358 0.329
H -1.305 -4.568 -0.991
H -0.018 -0.941 -2.917
H 0.745 -1.744 -5.126
H 1.749 -4.004 -5.350
H 2.021 -5.413 -3.332
H 1.313 -4.572 -1.132
O 1.265 3.988 1.236
C 0.331 3.336 0.760
O 0.437 2.127 0.345
C -1.022 3.982 0.586
C -1.033 5.372 0.467
C -2.202 6.081 0.247
C -3.396 5.370 0.138
C -3.405 3.995 0.271
C -2.230 3.249 0.519
S -2.419 1.524 0.777
H -0.080 5.880 0.552
H -2.187 7.161 0.157
H -4.326 5.896 -0.055
H -4.334 3.441 0.181
S -1.954 -1.216 -0.985
*
```

Computed properties:
* maximum force: 2.298 eV Å⁻¹
* HOMO level (spin up / spin down): -0.307 / -0.882 eV
* energy relative to the best compared isomer or geometry (same formula, charge and spin): 17.0 kcal/mol
* DFT total energy: -115235.5364 eV
* gap between HOMO and LUMO (spin up / spin down): 0.17123 / 0.19234 hartree

---

Record 6
Below is a molecular structure, C39H33N2O3P2PdS2, with properties calculated with the ωB97M-V functional and the def2-TZVPD basis.

Structure (ORCA input):
```
! wB97M-V def2-TZVPD RIJCOSX def2/J DEFGRID3
* xyz 1 1
Pd -0.281 0.573 -0.629
O 0.018 0.317 2.180
P -0.322 -1.057 2.640
C -1.856 -1.671 1.837
P -1.711 -2.203 0.105
O -0.763 -1.395 -0.745
C -1.143 -3.901 0.106
C -1.862 -4.892 0.774
C -1.403 -6.197 0.769
C -0.233 -6.515 0.088
C 0.475 -5.531 -0.586
C 0.024 -4.219 -0.578
C -3.376 -2.125 -0.558
C -3.504 -1.910 -1.929
C -4.763 -1.870 -2.506
C -5.894 -2.048 -1.720
C -5.770 -2.262 -0.354
C -4.513 -2.298 0.229
C 0.949 -2.277 2.295
C 1.957 -1.953 1.394
C 2.919 -2.899 1.067
C 2.873 -4.160 1.643
C 1.867 -4.485 2.546
C 0.906 -3.545 2.875
C -0.643 -1.161 4.413
C -1.860 -1.518 4.983
C -2.004 -1.547 6.364
C -0.933 -1.218 7.180
C 0.285 -0.856 6.618
C 0.429 -0.828 5.242
H -2.573 -0.847 1.893
H -2.260 -2.524 2.390
H -2.789 -4.655 1.286
H -1.959 -6.968 1.284
H 0.124 -7.537 0.081
H 1.383 -5.781 -1.117
H 0.573 -3.439 -1.090
H -2.619 -1.762 -2.535
H -4.862 -1.697 -3.569
H -6.876 -2.016 -2.173
H -6.652 -2.396 0.258
H -4.431 -2.458 1.297
H 1.978 -0.973 0.935
H 3.698 -2.648 0.357
H 3.625 -4.897 1.389
H 1.835 -5.469 2.995
H 0.130 -3.796 3.592
H -2.713 -1.770 4.366
H -2.954 -1.828 6.800
H -1.045 -1.244 8.256
H 1.123 -0.603 7.254
H 1.383 -0.553 4.805
C 10.621 0.118 -2.991
C 9.169 0.149 -2.594
O 8.665 1.020 -1.941
S 8.254 -1.253 -3.243
C 6.599 -0.846 -2.769
C 5.612 -0.775 -3.743
C 4.299 -0.509 -3.388
C 3.963 -0.294 -2.052
C 4.969 -0.355 -1.079
C 6.274 -0.639 -1.432
C 2.615 -0.017 -1.664
C 1.476 0.195 -1.314
H 11.169 0.818 -2.366
H 10.708 0.421 -4.036
H 11.035 -0.885 -2.896
H 5.873 -0.921 -4.783
H 3.532 -0.457 -4.148
H 4.716 -0.173 -0.041
H 7.042 -0.688 -0.674
S -2.363 1.723 0.160
C -1.037 2.631 0.638
N -0.987 3.407 1.747
C 0.126 4.082 2.108
C 1.263 3.960 1.368
C 1.229 3.057 0.292
N 0.107 2.479 -0.080
H -1.810 3.417 2.336
H 0.055 4.681 3.004
H 2.167 4.480 1.640
H 2.112 2.780 -0.271
*
```

Computed properties:
* maximum force: 0.507 eV Å⁻¹
* HOMO level: -9.955 eV
* energy relative to the best compared isomer or geometry (same formula, charge and spin): 5.4 kcal/mol
* DFT total energy: -93825.5152 eV
* gap between HOMO and LUMO: 0.23399 hartree